(1)
The following is a DFT calculation (ωB97M-V/def2-TZVPD) of a structure of composition C6H13IN at a distorted geometry.

Computed properties:
HOMO energy (eV): -13.72
Frontier orbital gap (eV): 8.336
Net charge: +1
Lowest unoccupied orbital energy (eV): -5.380

The geometry in XYZ format:
```
21
Properties=species:S:1:pos:R:3:nbo_charge:R:1
C 0.1426 1.6381 -1.2591 0.11
C -1.6231 -0.6601 -0.4080 -0.66
C 0.0909 -2.4534 0.2360 -0.61
C 0.6256 2.2678 0.9578 -0.42
C -0.1964 -1.1595 -0.4425 -0.31
C 0.6876 -0.1141 0.3264 -0.14
N 0.4097 1.2683 -0.0217 -0.29
I 2.9174 -0.0619 -0.0695 0.20
H -0.0161 0.8923 -1.9746 0.22
H 0.0757 2.6359 -1.5516 0.22
H -2.2827 -1.5473 -0.2531 0.26
H -1.9346 -0.2048 0.5482 0.23
H -2.0564 -0.0786 -1.1876 0.23
H 1.0279 -2.1849 0.7106 0.21
H -0.6400 -2.8003 1.0014 0.24
H 0.2831 -3.2537 -0.4742 0.24
H 1.5193 1.9581 1.5019 0.26
H -0.2703 2.1340 1.5699 0.24
H 0.4196 3.1831 0.4895 0.24
H 0.3149 -1.1874 -1.3871 0.22
H 0.5056 -0.2716 1.6873 0.30
```

---

(2)
The following is a DFT calculation (ωB97M-V/def2-TZVPD) of a structure of composition C5H16B2Br4Na3O3 at a distorted geometry.

Computed properties:
HOMO energy (eV): -2.33
Frontier orbital gap (eV): 3.497
Net charge: -1
Lowest unoccupied orbital energy (eV): 1.163

The geometry in XYZ format:
```
33
Properties=species:S:1:pos:R:3:nbo_charge:R:1
Na 2.0302 -1.1355 -1.6960 0.94
Na 0.7826 -1.4971 1.7683 0.93
Na 3.9467 -0.1329 0.9429 0.96
C 3.2991 -2.5536 2.4949 0.90
O 4.5257 -2.6927 2.2920 -0.92
O 2.8379 -1.5121 2.9772 -0.97
O 2.4966 -3.2630 1.8864 -0.91
B -0.3531 -2.3984 -0.4858 -0.82
H -0.5217 -2.2692 -1.5859 -0.04
H -0.9656 -1.6363 0.0253 -0.06
H -0.7691 -3.4078 -0.2571 0.01
H 0.7240 -2.3478 -0.2726 -0.07
B 1.6925 0.6539 0.2449 -0.89
H 1.9983 -0.3922 0.3270 -0.08
H 2.1575 1.1501 -0.6447 -0.04
H 0.5830 0.6934 0.1455 0.01
H 1.9460 1.0924 1.2262 0.02
Br -2.0654 2.9099 -1.6981 -0.03
C -0.7756 2.0936 -2.9793 -0.42
C -0.9066 0.6088 -2.9319 -0.43
Br 0.5510 -0.3135 -3.9169 -0.05
H 0.2286 2.4028 -2.6940 0.24
H -1.0652 2.6060 -3.8940 0.22
H -1.8099 0.2436 -3.4170 0.23
H -0.9530 0.2864 -1.8916 0.28
Br -4.0831 0.1502 2.7110 0.00
C -3.2066 1.5813 1.7422 -0.46
C -1.7053 1.3161 1.5096 -0.46
Br -0.8154 1.2469 3.2645 -0.02
H -3.4491 2.5404 2.1931 0.22
H -3.6512 1.5177 0.7487 0.22
H -1.1900 2.0616 0.9092 0.24
H -1.5138 0.3970 0.9561 0.25
```

---

(3)
The following is a DFT calculation (ωB97M-V/def2-TZVPD) of a structure of composition C27H30CaCl2N5O4S.

Computed properties:
HOMO energy (eV): -4.54
Frontier orbital gap (eV): 7.259
Net charge: -1
Lowest unoccupied orbital energy (eV): 2.718

The geometry in XYZ format:
```
70
Properties=species:S:1:pos:R:3:nbo_charge:R:1
Ca -1.1713 0.0387 0.1074 1.79
O -3.3952 0.2930 0.1210 -0.88
C -4.3991 -0.0125 0.8596 0.42
C -5.6425 0.6613 0.6943 -0.26
C -6.7395 0.3721 1.4662 -0.19
C -6.6909 -0.6220 2.4530 -0.32
C -5.5094 -1.3042 2.6251 -0.13
C -4.3620 -1.0250 1.8671 -0.26
C -3.2016 -1.8528 2.1165 0.18
N -2.0315 -1.7023 1.6331 -0.55
C -1.0585 -2.7550 1.8623 -0.25
C -0.7525 -3.4033 0.5142 -0.23
N -0.3087 -2.3911 -0.4315 -0.51
C 0.6624 -2.7038 -1.1936 0.14
C 1.2903 -1.8808 -2.2114 -0.19
C 2.3375 -2.4636 -2.9414 -0.17
C 2.9942 -1.7961 -3.9508 -0.33
C 2.5852 -0.4888 -4.2533 -0.18
C 1.5701 0.1176 -3.5566 -0.30
C 0.8815 -0.5416 -2.4969 0.41
O -0.0298 0.0715 -1.8404 -0.87
H -5.6821 1.4297 -0.0683 0.20
H -7.6596 0.9239 1.3066 0.20
H -7.5582 -0.8485 3.0585 0.20
H -5.4448 -2.0866 3.3756 0.19
H -3.3913 -2.7117 2.7771 0.14
H -1.4292 -3.5154 2.5630 0.17
H -0.1418 -2.3223 2.2730 0.22
H -1.6793 -3.8502 0.1381 0.19
H -0.0105 -4.2040 0.6349 0.17
H 1.1093 -3.7060 -1.0998 0.13
H 2.6272 -3.4807 -2.6927 0.19
H 3.7989 -2.2682 -4.4986 0.20
H 3.0858 0.0584 -5.0450 0.20
H 1.2671 1.1355 -3.7738 0.22
Cl -1.2248 0.2443 5.4175 -0.07
C -0.7353 1.1707 3.9739 -0.38
Cl -2.0905 1.3873 2.8582 -0.02
H 0.0600 0.6273 3.4784 0.25
H -0.3971 2.1490 4.2876 0.23
C -2.2152 2.4054 -2.1118 -0.68
C -0.9047 2.9351 -1.6139 0.30
C -0.0973 3.7136 -2.4346 -0.39
C 1.1611 4.0060 -1.9433 0.09
N 1.5582 3.6996 -0.7203 -0.54
C 0.6641 3.0690 0.0879 0.26
S 1.0592 2.8793 1.7437 -0.45
N -0.5248 2.5948 -0.3835 -0.61
H -2.6970 3.1222 -2.7777 0.21
H -2.8823 2.1591 -1.2876 0.25
H -2.0268 1.4895 -2.6782 0.24
H -0.4086 4.0028 -3.4288 0.21
H 1.8942 4.5114 -2.5686 0.18
O 1.9397 -0.5630 2.8934 -0.62
C 2.1142 -0.1486 1.7745 0.83
O 1.1947 -0.2691 0.8151 -0.78
C 3.4102 0.4547 1.2496 -0.18
N 3.1898 1.0024 -0.0936 -0.67
C 4.2742 0.5726 -0.9937 -0.22
C 5.3360 -0.0300 -0.0739 -0.41
C 4.4882 -0.6219 1.0511 -0.40
H 3.7260 1.2126 1.9670 0.23
H 3.0390 2.0074 -0.0749 0.43
H 1.6288 0.2109 0.0350 0.54
H 4.6389 1.4160 -1.5806 0.20
H 3.9016 -0.1801 -1.6940 0.20
H 5.9843 0.7552 0.3243 0.20
H 5.9606 -0.7699 -0.5756 0.21
H 5.0348 -0.8257 1.9697 0.22
H 4.0261 -1.5551 0.7153 0.20
```

---

(4)
The following is a DFT calculation (ωB97M-V/def2-TZVPD) of the molecule C5H6N4O2 at a distorted geometry.

Computed properties:
HOMO energy (eV): -7.90
Structure (SMILES): O=c1[nH]n(O)c2c1NCC=N2
Frontier orbital gap (eV): 8.133
Net charge: 0
Lowest unoccupied orbital energy (eV): 0.230

The geometry in XYZ format:
```
17
Properties=species:S:1:pos:R:3:nbo_charge:R:1
O -0.9712 2.7756 1.8960 -0.61
C -0.4259 2.2230 0.9646 0.60
N 0.3421 2.8353 0.0035 -0.45
N 0.7309 2.0014 -1.0398 0.02
O 2.1170 2.1486 -1.3269 -0.56
C 0.3140 0.7293 -0.6134 0.17
C -0.4139 0.8210 0.5470 0.04
N -1.0036 -0.2817 1.0644 -0.57
C -0.4767 -1.5643 0.6370 -0.28
C -0.1126 -1.4541 -0.8372 0.12
N 0.3087 -0.3899 -1.3897 -0.39
H 0.5289 3.8230 -0.0568 0.42
H 2.1842 2.2190 -2.2887 0.48
H -1.6756 -0.2102 1.8075 0.42
H -1.2326 -2.3380 0.7841 0.22
H 0.4225 -1.8407 1.2188 0.18
H -0.2331 -2.3264 -1.4614 0.19
```

---

(5)
The following is a DFT calculation (ωB97M-V/def2-TZVPD) of a cluster of 4 separate species, C3H15NO3 in total at a distorted geometry.

Computed properties:
HOMO energy (alpha / beta) (eV): -13.94 / -13.94
⟨S²⟩: 0.756
Frontier orbital gap (alpha / beta) (eV): 10.341 / 4.209
2S+1: 2
Net charge: +1
Lowest unoccupied orbital energy (alpha / beta) (eV): -3.600 / -9.732

The geometry in XYZ format:
```
22
Properties=species:S:1:pos:R:3:nbo_charge:R:1
C -0.6188 -2.2983 -0.3857 -0.65
C -0.4495 -1.1381 0.7077 -0.08
C -0.4457 -1.5418 2.1446 -0.68
N 0.7515 -0.1317 0.4736 -0.34
H -1.2892 -3.1503 -0.0724 0.29
H -1.0033 -2.0165 -1.4391 0.27
H 0.2546 -2.9338 -0.4751 0.25
H -1.3158 -0.4875 0.5258 0.27
H -0.0941 -0.7563 2.8146 0.24
H -1.2433 -2.0576 2.6059 0.28
H 0.3517 -2.4373 2.4871 0.24
H 0.8595 -0.1454 -0.5198 0.42
H 1.6149 -0.4168 1.0052 0.44
H 1.9825 3.1672 -1.6485 0.50
H 0.6168 2.9785 -0.8510 0.49
O 1.0556 2.8386 -1.7449 -0.99
H 0.1162 1.6632 0.7045 0.44
H 0.0058 2.5298 1.8868 0.49
O 0.3011 2.6475 0.9766 -0.87
H -0.0478 1.8085 -2.8159 0.49
H -1.0676 0.7910 -2.9487 0.44
O -0.3352 1.0869 -3.4314 -0.94
```

---

(6)
The following is a DFT calculation (ωB97M-V/def2-TZVPD) of the molecule C6H11NO2 at a distorted geometry.

Computed properties:
HOMO energy (eV): -10.09
Structure (SMILES): [H]/N=C(\O)[C@@]1(CO)C[C@@H]1C
Frontier orbital gap (eV): 10.787
Net charge: 0
Lowest unoccupied orbital energy (eV): 0.694

The geometry in XYZ format:
```
20
Properties=species:S:1:pos:R:3:nbo_charge:R:1
H -1.7539 1.5629 2.5331 0.35
N -0.7964 1.2119 2.1828 -0.65
C -1.0874 0.5323 1.1559 0.54
O -2.4814 0.5128 0.8818 -0.72
C -0.1663 -0.0651 0.1418 -0.18
C 0.2817 -1.4788 0.4469 -0.05
O -0.8492 -2.3437 0.3957 -0.72
C -0.4429 0.3103 -1.3091 -0.42
C 0.7466 0.8796 -0.6061 -0.19
C 2.1622 0.5205 -0.9905 -0.61
H -2.6032 0.1245 -0.0095 0.48
H 1.0269 -1.8043 -0.2895 0.19
H 0.7435 -1.5207 1.4459 0.18
H -1.4386 -2.1599 1.1336 0.47
H -1.2973 0.9582 -1.5062 0.22
H -0.2746 -0.4766 -2.0475 0.22
H 0.6265 1.9134 -0.2766 0.23
H 2.2121 -0.3806 -1.6158 0.21
H 2.6054 1.3447 -1.5674 0.22
H 2.7862 0.3586 -0.0995 0.22
```

---

(7)
The following is a DFT calculation (ωB97M-V/def2-TZVPD) of a structure of composition C27H21BaN6O4.

Computed properties:
HOMO energy (eV): -5.03
Frontier orbital gap (eV): 6.933
Net charge: -1
Lowest unoccupied orbital energy (eV): 1.906

The geometry in XYZ format:
```
59
Properties=species:S:1:pos:R:3:nbo_charge:R:1
Ba -0.5444 0.1873 -0.0793 1.87
C 5.0202 1.8446 4.6881 -0.62
C 4.3138 1.3448 3.4569 -0.06
C 4.7747 1.6559 2.1748 -0.19
C 4.1141 1.2405 1.0395 -0.25
C 2.9326 0.4697 1.0981 0.16
N 2.2087 0.0985 -0.0163 -0.80
C 2.9437 -0.3392 -1.0923 0.18
C 4.1422 -1.0818 -0.9820 -0.26
C 4.8022 -1.5748 -2.0868 -0.18
C 4.3315 -1.3770 -3.3865 -0.10
C 5.0393 -1.9651 -4.5773 -0.62
C 3.1690 -0.6393 -3.5219 -0.14
C 2.5080 -0.1298 -2.4123 0.04
N 1.3470 0.6752 -2.6580 -0.19
C 1.3292 1.9956 -2.9287 -0.02
C 0.0461 2.3299 -3.2928 -0.35
C -0.6582 1.1180 -3.2301 -0.07
N 0.1279 0.1166 -2.8409 -0.34
C 2.5042 0.1487 2.3951 0.12
C 3.1641 0.5805 3.5398 -0.20
N 1.3642 -0.6993 2.5801 -0.19
C 1.3832 -2.0175 2.8597 -0.02
C 0.0926 -2.4084 3.1248 -0.35
C -0.6581 -1.2293 2.9942 -0.06
N 0.1131 -0.1960 2.6655 -0.35
H 6.0983 1.8964 4.5304 0.21
H 4.8373 1.1887 5.5399 0.21
H 4.6813 2.8454 4.9664 0.21
H 5.6756 2.2519 2.0706 0.20
H 4.4988 1.5084 0.0629 0.21
H 4.5385 -1.2733 0.0074 0.21
H 5.7129 -2.1466 -1.9388 0.20
H 6.1176 -2.0003 -4.4162 0.21
H 4.8544 -1.3753 -5.4760 0.21
H 4.7057 -2.9856 -4.7807 0.21
H 2.7550 -0.4387 -4.5041 0.21
H 2.2267 2.5847 -2.8413 0.23
H -0.3309 3.3010 -3.5601 0.24
H -1.7041 0.9386 -3.4251 0.23
H 2.7605 0.2954 4.5052 0.21
H 2.3093 -2.5674 2.8440 0.23
H -0.2619 -3.3927 3.3743 0.24
H -1.7225 -1.0949 3.1121 0.23
O -6.5261 -4.6788 0.4386 -0.76
C -6.6411 -3.4456 0.2921 0.73
O -7.6523 -2.7253 0.2478 -0.74
C -5.2941 -2.6912 0.1420 -0.06
C -4.0938 -3.3907 0.1672 -0.24
C -2.9067 -2.6954 0.0475 0.00
N -2.8461 -1.3663 -0.0808 -0.58
C -4.0025 -0.6838 -0.1135 0.08
C -5.2337 -1.3108 -0.0161 -0.20
C -3.8863 0.8410 -0.2601 0.75
O -4.8734 1.4929 -0.5483 -0.65
O -2.6913 1.2922 -0.0649 -0.95
H -4.1232 -4.4657 0.2828 0.25
H -1.9545 -3.2216 0.0603 0.17
H -6.1438 -0.7294 -0.0542 0.27
```

---

(8)
The following is a DFT calculation (ωB97M-V/def2-TZVPD) of the molecule C5H9NO at a distorted geometry.

Computed properties:
HOMO energy (alpha / beta) (eV): -8.46 / -8.47
Frontier orbital gap (alpha / beta) (eV): 8.357 / 8.140
Net charge: 0
Lowest unoccupied orbital energy (alpha / beta) (eV): -0.103 / -0.325

The geometry in XYZ format:
```
16
Properties=species:S:1:pos:R:3:nbo_charge:R:1
C 0.5424 0.6228 1.7826 -0.65
C -0.1997 0.0115 0.6081 0.26
O -1.4949 -0.2716 1.0631 -0.71
C -0.6608 0.9406 -0.8928 -0.27
N -0.9050 -0.2326 -1.5481 -0.34
C 0.4010 -0.8299 -1.6516 -0.33
C 0.5390 -0.9609 -0.1829 -0.08
H 1.5411 0.9459 1.4807 0.21
H 0.6304 -0.0725 2.6271 0.23
H -0.0131 1.4939 2.1395 0.23
H -1.9335 -0.7144 0.3183 0.49
H 0.2159 1.5326 -1.2044 0.17
H -1.5332 1.5479 -0.6455 0.21
H 1.1727 -0.1996 -2.1296 0.17
H 0.3724 -1.7999 -2.1599 0.22
H 1.2289 -1.6722 0.2805 0.19
```